{
  "formula": "C28H32F7N2O21S3",
  "method": "the ωB97M-V functional and the def2-TZVPD basis",
  "fmax_ev_per_a": 6.5,
  "e_lumo_ha": -0.1482,
  "charge": 1,
  "orbital_gap_ev": 6.43,
  "species": ["S", "C", "S", "C", "C", "C", "S", "N", "C", "C", "N", "C", "H", "H", "H", "H", "H", "H", "H", "H", "H", "H", "H", "C", "C", "O", "C", "O", "O", "F", "H", "H", "H", "C", "C", "O", "C", "O", "O", "F", "H", "H", "H", "C", "C", "O", "C", "O", "O", "F", "H", "H", "H", "C", "C", "O", "C", "O", "O", "F", "H", "H", "H", "C", "C", "O", "C", "O", "O", "F", "H", "H", "H", "C", "C", "O", "C", "O", "O", "F", "H", "H", "H", "C", "C", "O", "C", "O", "O", "F", "H", "H", "H"],
  "xyz": [[1.417, -1.914, 0.508], [0.123, -1.351, -0.370], [-1.186, -2.450, -1.033], [-2.839, -1.756, -0.486], [-3.017, -0.349, -1.218], [-4.519, 0.111, -1.432], [-5.311, 0.835, 0.081], [-0.019, 0.091, -0.642], [-0.084, 0.722, -1.907], [-0.278, 2.154, -1.536], [-0.286, 2.261, -0.129], [-0.150, 1.010, 0.416], [-3.626, -2.481, -0.865], [-2.860, -1.660, 0.644], [-2.520, -0.415, -2.233], [-2.519, 0.448, -0.584], [-4.492, 0.962, -2.189], [-5.139, -0.700, -1.915], [-4.348, 1.367, 0.922], [-5.932, -0.205, 0.739], [-0.033, 0.244, -2.916], [-0.388, 2.956, -2.308], [-0.126, 0.733, 1.496], [2.342, -1.936, 4.257], [2.945, -3.299, 4.410], [3.190, -3.384, 5.803], [2.244, -2.598, 6.393], [1.970, -2.634, 7.551], [1.645, -1.772, 5.493], [4.126, -3.387, 3.756], [3.099, -1.147, 4.157], [1.657, -1.877, 3.410], [2.292, -4.120, 4.102], [3.929, 2.236, 6.063], [5.418, 2.168, 6.205], [5.715, 0.840, 5.811], [4.746, 0.496, 4.921], [4.815, -0.440, 4.183], [3.690, 1.350, 4.971], [5.793, 2.331, 7.496], [3.404, 1.870, 6.946], [3.579, 3.237, 5.838], [5.965, 2.871, 5.572], [-1.602, 2.262, 5.555], [-0.850, 0.965, 5.619], [0.497, 1.373, 5.495], [0.553, 2.628, 6.021], [1.562, 3.179, 6.329], [-0.688, 3.171, 6.156], [-1.161, 0.167, 4.566], [-1.806, 2.578, 4.528], [-2.541, 2.227, 6.106], [-0.981, 0.413, 6.553], [0.147, -2.004, -5.918], [-1.221, -2.401, -6.380], [-1.734, -3.132, -5.278], [-1.124, -2.605, -4.181], [-1.498, -2.769, -3.050], [-0.047, -1.855, -4.513], [-1.151, -3.222, -7.452], [0.896, -2.777, -6.104], [0.487, -1.072, -6.368], [-1.885, -1.564, -6.600], [-5.265, 0.833, -7.388], [-4.204, -0.109, -6.906], [-3.516, 0.653, -5.932], [-4.440, 1.521, -5.425], [-4.299, 2.126, -4.407], [-5.540, 1.599, -6.216], [-3.338, -0.429, -7.900], [-4.910, 1.496, -8.181], [-6.157, 0.315, -7.737], [-4.589, -1.024, -6.448], [1.051, 7.347, 5.181], [1.796, 6.049, 5.249], [3.146, 6.445, 5.120], [3.211, 7.706, 5.643], [4.220, 8.252, 5.948], [1.970, 8.255, 5.778], [1.478, 5.247, 4.200], [0.845, 7.661, 4.154], [0.112, 7.319, 5.733], [1.662, 5.502, 6.184], [1.125, -5.931, -7.113], [1.820, -5.667, -8.415], [2.647, -6.800, -8.570], [2.004, -7.820, -7.926], [2.261, -8.968, -8.068], [1.022, -7.348, -7.103], [2.605, -4.563, -8.334], [1.711, -5.603, -6.249], [0.140, -5.466, -7.064], [1.149, -5.581, -9.274]]
}

=====

{
  "formula": "C4H7NS2",
  "method": "the ωB97M-V functional and the def2-TZVPD basis",
  "fmax_ev_per_a": 2.4,
  "smiles": "CCC(=S)NC=S",
  "e_lumo_ha": -0.0278,
  "orbital_gap_ev": 8.15,
  "species": ["C", "C", "C", "S", "N", "C", "S", "H", "H", "H", "H", "H", "H", "H"],
  "xyz": [[1.443, -1.067, 1.290], [0.022, -1.323, 0.634], [-0.812, -0.049, 0.540], [-2.058, 0.344, 1.515], [-0.391, 0.985, -0.347], [0.487, 1.055, -1.385], [1.511, -0.072, -1.966], [1.314, -0.901, 2.361], [1.982, -2.015, 1.186], [2.042, -0.248, 0.901], [-0.447, -2.116, 1.172], [0.111, -1.581, -0.428], [-0.883, 1.841, -0.182], [0.526, 2.069, -1.844]]
}

=====

{
  "formula": "C5H7GaInNO",
  "method": "the ωB97M-V functional and the def2-TZVPD basis",
  "fmax_ev_per_a": 7.1,
  "e_lumo_ha": -0.4751,
  "charge": 2,
  "orbital_gap_ev": 4.60,
  "species": ["O", "Ga", "C", "C", "C", "C", "N", "C", "H", "H", "H", "H", "H", "H", "H", "In"],
  "xyz": [[-2.488, 1.898, 0.807], [-2.018, 0.032, 1.034], [-0.150, -0.404, 0.181], [0.714, 0.891, -0.401], [2.184, 0.385, -1.017], [2.474, -1.215, -0.922], [1.644, -2.338, -0.401], [0.317, -1.960, 0.164], [-1.902, 2.359, 1.505], [-3.203, -0.842, 0.413], [-1.805, -0.214, 2.631], [0.352, 2.002, -0.390], [2.959, 1.153, -1.470], [3.548, -1.542, -1.336], [-0.377, -2.795, 0.616], [-2.249, 2.588, -1.414]]
}

=====

{
  "formula": "C10H11NO2S",
  "method": "the ωB97M-V functional and the def2-TZVPD basis",
  "fmax_ev_per_a": 5.2,
  "e_lumo_ha": [-0.0574, -0.0574],
  "orbital_gap_ev": [7.38, 7.37],
  "species": ["C", "C", "C", "C", "C", "C", "C", "C", "C", "C", "N", "O", "O", "S", "H", "H", "H", "H", "H", "H", "H", "H", "H", "H", "H"],
  "xyz": [[-0.133, 0.645, 3.110], [-1.287, 1.502, 3.021], [0.511, 0.327, 2.015], [-1.752, 1.998, 1.843], [0.141, 0.893, 0.769], [-0.980, 1.658, 0.727], [0.844, 0.749, -0.525], [0.536, -0.461, -1.290], [1.350, -0.810, -2.440], [-0.747, -1.127, -1.258], [0.341, 1.769, -1.465], [-2.307, 1.499, -1.343], [-1.409, 3.656, -1.080], [-1.154, 2.231, -0.922], [0.108, 0.108, 3.972], [-1.902, 1.822, 3.950], [1.411, -0.342, 1.983], [-2.577, 2.689, 1.728], [1.860, 1.128, -0.490], [1.002, -0.334, -3.410], [1.209, -1.788, -2.865], [2.372, -0.527, -2.270], [-1.534, -0.515, -1.880], [-1.122, -1.081, -0.243], [-0.727, -2.121, -1.790]]
}

=====

Short version: energy = -4668.95305 -1007.72047 -2438.58268 -990.92338 Eh, in the order given.